Record 1
# C17H17FN2O2S

C17H17FN2O2S in the gas phase (ωB97M-V/def2-TZVPD, OMol25).

Geometry as XYZ:
```
40
Properties=species:S:1:pos:R:3:forces:R:3:mulliken_charge:R:1
C -5.5807 -1.0585 -1.6298 -0.1699 -0.2618 0.1195 -1.37
C -4.8414 -1.4444 -0.3704 -0.2693 -0.0508 -0.2190 1.13
O -5.2083 -2.3709 0.3219 0.0214 0.0605 -0.0537 -0.62
C -3.6537 -0.6418 -0.0174 0.5253 0.1448 0.4193 0.24
C -2.9524 -0.9584 1.1486 -0.1970 -0.0757 -0.2256 -1.23
C -1.8439 -0.2475 1.5370 0.0299 0.0624 -0.0952 -0.20
C -1.3453 0.8317 0.7833 -0.4184 -0.0761 -0.1199 0.72
N -0.2496 1.5233 1.2209 0.1427 0.0828 -0.1024 0.12
C 0.7767 0.8667 2.0060 0.1471 -0.0103 0.1872 -0.47
C 2.1669 1.2676 1.4696 -0.0234 -0.0679 0.2911 -1.36
N 2.0906 1.4749 0.0477 -0.1512 0.1099 0.0678 0.21
C 2.5992 0.6831 -0.9258 0.0896 0.1100 -0.1556 0.79
O 2.5502 1.0023 -2.1001 0.0640 0.0296 -0.1727 -0.64
C 3.2370 -0.5945 -0.5299 -0.0350 -0.6332 0.1670 0.16
C 4.4188 -1.0692 -1.0192 -0.2497 0.3188 0.1183 -0.69
C 4.7189 -2.3759 -0.5797 -0.0081 -0.1729 0.0911 -0.42
C 3.7476 -2.8944 0.2135 -0.3139 0.1655 0.1000 -0.53
S 2.4512 -1.7940 0.4519 0.4795 0.0646 -0.3696 -0.01
C 1.2909 2.6251 -0.3326 -0.1529 0.1585 -0.2440 -0.68
C 0.1730 2.8041 0.7070 0.1128 0.2508 -0.1155 -1.11
C -2.0702 1.1283 -0.3846 -0.0643 -0.0141 -0.0309 0.18
F -1.6767 2.1363 -1.2109 0.0953 -0.0743 0.1053 -0.37
C -3.1852 0.4275 -0.7789 -0.0095 -0.1719 0.2096 -0.73
H -5.9385 -0.0341 -1.5558 -0.0037 0.1214 -0.0571 0.38
H -6.4278 -1.7259 -1.7653 0.0115 -0.0059 0.0172 0.33
H -4.9202 -1.1375 -2.4904 0.0518 0.0611 -0.1111 0.38
H -3.3133 -1.7779 1.7514 -0.0250 -0.0566 0.0529 0.46
H -1.3572 -0.5084 2.4628 0.0611 0.0142 0.0968 0.47
H 0.6956 1.1429 3.0659 0.0564 -0.1246 0.0035 0.23
H 0.6615 -0.2145 1.9125 -0.0069 0.0933 0.0604 0.38
H 2.8984 0.4963 1.7068 -0.0484 0.1521 0.0399 0.53
H 2.5021 2.2033 1.9315 0.0155 -0.1063 0.0099 0.35
H 5.0503 -0.4890 -1.6671 0.0551 0.1270 -0.1610 0.45
H 5.6138 -2.9062 -0.8509 0.1391 -0.1175 -0.0246 0.41
H 3.7020 -3.8608 0.6746 0.0443 -0.2256 0.0664 0.44
H 0.8831 2.4288 -1.3267 0.0349 0.0791 0.1576 0.50
H 1.9121 3.5267 -0.3878 -0.0435 -0.0067 -0.0337 0.27
H 0.5395 3.3890 1.5587 -0.0532 0.0121 -0.0621 0.38
H -0.6636 3.3474 0.2761 0.1095 -0.0182 0.0867 0.51
H -3.6616 0.7280 -1.6980 -0.0435 0.0521 -0.1136 0.43
```
Forces are in eV/Å.

LUMO level: 0.0159 Eh
charge: 0
SMILES string: CC(=O)c1ccc(N2CCN(C(=O)c3cccs3)CC2)c(F)c1
energy above the lowest of the compared OMol25 structures with the same formula, charge and spin: 142.7 kJ/mol
calculated total energy: -38532.7467 eV
gap between HOMO and LUMO: 8.52 eV

Record 2
# C17H17GaN4O3S

A molecular structure, C17H17GaN4O3S (ωB97M-V/def2-TZVPD, OMol25).

Geometry as XYZ:
```
43
Properties=species:S:1:pos:R:3:forces:R:3:mulliken_charge:R:1
Ga 0.6975 0.7020 -1.5136 -0.4429 0.3910 0.5410 0.55
C -0.9845 5.7112 -1.0897 0.0319 -0.0678 -0.0524 -1.25
C -0.7620 4.7521 -2.1988 0.0651 -0.2635 0.1247 0.84
N -0.9282 4.9620 -3.4592 0.1016 -0.4548 -0.3593 -0.58
N -0.5946 3.7749 -4.0767 -0.1290 0.5034 -0.3057 0.20
C -0.2196 2.8349 -3.2429 -0.0766 0.2158 0.1992 0.32
S 0.3155 1.2282 -3.6132 -0.1528 0.1319 -0.2831 -0.17
N -0.3278 3.4278 -2.0306 0.1064 -0.0743 0.3018 0.22
N -0.0194 2.7307 -0.8613 0.2829 -0.1245 0.0009 -0.68
H -1.2958 6.6617 -1.5166 -0.0011 -0.0134 -0.0143 0.36
H -0.0686 5.8727 -0.5174 -0.0131 -0.0164 -0.0249 0.35
H -1.7697 5.3619 -0.4160 0.0115 -0.0083 -0.0224 0.35
H -0.6408 3.7156 -5.0864 -0.0162 0.0516 -0.0279 0.17
H 0.7831 3.1588 -0.3901 -0.0920 0.0601 -0.0184 0.39
H -0.8196 2.7454 -0.2239 0.0983 -0.1297 -0.0659 0.37
O -0.3625 -0.1768 -0.2037 -0.1069 -0.1978 0.1699 -0.16
C 0.5642 -1.1186 0.6297 0.1862 -0.3441 0.3337 2.52
C 1.9358 -0.4196 0.5818 -0.1411 0.3512 -0.3902 -0.17
O 2.7911 -0.6369 1.3636 0.0448 0.0142 0.0836 -0.45
O 2.1061 0.4372 -0.4822 0.3595 -0.1957 0.2904 -0.24
C 0.0031 -1.1645 2.0259 -0.1199 0.0760 -0.1890 0.05
C -0.1729 -2.3777 2.6746 0.0043 -0.1193 0.1278 -0.20
C -0.6421 -2.3996 3.9841 0.0265 -0.0519 -0.0561 -0.98
C -0.9468 -1.2172 4.6357 -0.0069 0.0330 0.0271 -0.49
C -0.7673 0.0024 3.9895 -0.0164 0.0079 -0.0196 -0.85
C -0.2895 0.0257 2.6928 0.0365 0.0860 0.0341 -0.32
C 0.6163 -2.4320 -0.1156 -0.0728 0.2136 -0.1887 -0.07
C 1.8168 -2.9841 -0.5455 0.1231 -0.0364 -0.0638 -0.28
C 1.8130 -4.1725 -1.2688 0.0522 0.0222 0.0306 -0.92
C 0.6177 -4.8021 -1.5721 -0.0365 -0.0398 0.0076 -0.46
C -0.5871 -4.2535 -1.1436 -0.0094 0.0130 0.0198 -1.06
C -0.5854 -3.0781 -0.4127 -0.1486 -0.0858 -0.0095 -0.12
H -1.2439 -0.5825 -0.2216 0.0072 0.0026 -0.1787 0.51
H 0.0755 -3.3064 2.1772 -0.0096 0.0355 0.0533 0.46
H -0.7604 -3.3471 4.4943 -0.0093 0.0396 -0.0382 0.44
H -1.3158 -1.2392 5.6531 0.0234 0.0028 -0.0335 0.42
H -0.9895 0.9281 4.5049 0.0087 -0.0385 -0.0208 0.42
H -0.1239 0.9817 2.2036 0.0066 -0.0209 0.0214 0.25
H 2.7644 -2.5197 -0.2971 -0.0386 -0.0367 -0.0284 0.54
H 2.7526 -4.6062 -1.5872 -0.0383 0.0215 0.0217 0.47
H 0.6202 -5.7315 -2.1271 -0.0011 0.0404 0.0016 0.45
H -1.5229 -4.7520 -1.3628 0.0432 0.0170 0.0158 0.44
H -1.5327 -2.6971 -0.0346 0.0594 -0.0109 -0.0150 0.35
```
Forces are in eV/Å.

LUMO level: -0.2525 Eh
charge: +2
energy above the lowest of the compared OMol25 structures with the same formula, charge and spin: 0.0 kJ/mol
calculated total energy: -93204.3346 eV
gap between HOMO and LUMO: 7.82 eV

Record 3
# C17H17N2O5PPdS

A molecular structure, C17H17N2O5PPdS at a distorted geometry (ωB97M-V/def2-TZVPD, OMol25).

Geometry as XYZ:
```
44
Properties=species:S:1:pos:R:3:forces:R:3:mulliken_charge:R:1
O -4.2387 2.1927 -1.6298 1.2506 0.2126 0.1328 -0.48
C -3.1550 2.5551 -1.2513 -1.6864 -0.1462 -0.3318 0.45
O -3.0780 3.4013 -0.1394 0.9557 -0.7274 -0.6837 -0.47
C -1.8664 2.0945 -1.9549 0.6321 -0.4184 1.2188 -0.64
C -0.7891 1.6577 -0.8967 -0.9384 0.0089 0.6044 -0.35
C -0.2894 0.2108 -1.1205 0.6575 0.3246 -0.7149 -1.39
C 1.0470 -0.1458 -0.4634 0.6252 -0.1867 0.6898 0.32
C 1.3780 0.1799 0.8972 -0.7491 -0.0137 -0.6886 1.12
C 0.4121 0.8757 1.8375 0.0843 0.0761 0.4787 -1.44
C -0.7262 -0.0173 2.3161 -0.2074 -0.1537 -0.2330 0.85
C -1.4960 0.3662 3.4311 0.4481 0.8446 0.3586 -0.51
C -2.5014 -0.4137 3.9230 -0.9579 -0.8291 0.3607 -0.68
C -2.8122 -1.6543 3.3246 0.4505 0.1045 -0.3766 -0.39
C -2.0767 -2.0350 2.2028 -0.5465 -0.5351 0.0647 -0.92
C -1.0640 -1.2464 1.7108 0.4432 -0.0605 -0.2885 0.11
C 2.6305 -0.1353 1.4304 0.4599 0.0238 1.1421 -0.80
C 3.6553 -0.7987 0.7275 -2.3219 0.8866 -0.5468 0.01
N 4.8557 -1.1163 1.1771 0.5665 -0.7512 -0.9820 -0.60
S 5.5563 -1.8801 -0.0880 -0.4446 0.5625 0.4808 0.28
N 4.3705 -1.7688 -1.1717 0.0143 -0.3936 -0.5808 -0.56
C 3.3228 -1.1580 -0.6307 1.4790 0.0191 1.1665 1.10
C 2.0432 -0.8354 -1.1983 -0.3106 0.3011 -1.2857 -0.08
P 1.7672 -1.3793 -2.9153 -0.8684 -1.4739 1.2693 1.30
O 2.8176 -2.2823 -3.4073 0.5362 0.6852 -1.2681 -0.70
O 0.3984 -2.2067 -2.9268 0.3255 1.6349 -0.3488 -0.46
O 1.5234 -0.0964 -3.9306 0.5220 -0.4528 -0.0535 -0.67
H -3.0359 2.8300 0.6404 -0.2588 0.3212 0.1002 0.32
H -2.1371 1.1817 -2.5016 -0.1554 0.5965 -0.2811 0.28
H -1.4477 2.8680 -2.6071 -0.3528 -0.1678 -0.0076 0.36
H -1.3136 1.6576 0.0692 0.2911 0.0430 -0.2489 -0.34
H 0.0233 2.3880 -0.7813 -0.0928 -0.2944 -0.2959 0.62
H -0.1421 0.1106 -2.2104 -0.0610 0.2227 0.3866 0.46
H -1.0596 -0.5321 -0.8675 0.1415 0.3480 0.1269 0.61
H 0.9713 1.1281 2.7572 -0.1180 0.0279 -0.3458 0.59
H 0.0621 1.8422 1.4554 0.0259 -0.3614 0.0243 0.53
H -1.3149 1.3133 3.9453 0.1923 -0.2181 -0.2704 0.46
H -3.0942 -0.1208 4.7894 0.2904 0.1891 -0.2190 0.42
H -3.5846 -2.3236 3.6975 0.1177 0.3318 0.0896 0.43
H -2.3106 -2.9792 1.7129 0.0950 0.2170 0.0913 0.42
H -0.5420 -1.6267 0.8348 0.1181 0.1665 0.3333 0.41
H 2.8401 0.1618 2.4631 -0.1224 -0.1723 -0.2750 0.47
H -0.3796 -1.6249 -2.9530 -0.2221 -0.4713 0.0097 0.44
H 2.2898 0.5096 -3.9285 -0.2659 0.2140 0.3169 0.45
Pd 2.4903 -1.1476 -5.7690 -0.0422 -0.5345 0.8803 0.68
```
Forces are in eV/Å.

LUMO level: -0.4552 Eh
charge: +2
calculated total energy: -54705.6647 eV
gap between HOMO and LUMO: 2.12 eV

Record 4
# C17H17N3O2

C17H17N3O2 in the gas phase (ωB97M-V/def2-TZVPD, OMol25).

Geometry as XYZ:
```
39
Properties=species:S:1:pos:R:3:forces:R:3:mulliken_charge:R:1
C -6.3329 -1.7849 0.5389 0.0125 0.0193 0.0360 -1.38
C -5.0185 -1.0960 0.3330 0.0036 0.0014 -0.0635 0.83
C -4.4164 -1.0398 -0.9146 -0.0667 -0.0194 0.1304 -1.00
C -3.2051 -0.3978 -1.0997 0.1855 0.1218 0.0133 -0.21
C -2.5584 0.2104 -0.0269 -0.3811 -0.1072 0.0601 0.82
N -1.3273 0.8593 -0.2208 0.1250 -0.2585 -0.1960 0.12
C -0.5499 0.6224 -1.4221 0.1289 -0.1264 -0.3580 -1.23
C 0.8326 1.2143 -1.1291 -0.1566 -0.1952 -0.0038 0.01
C 1.8105 0.1153 -0.6899 -0.2405 0.5113 -0.2666 0.32
O 1.5059 -1.0495 -0.6104 -0.0016 -0.3003 0.0943 -0.67
N 3.0505 0.6179 -0.4295 0.1593 0.3550 -0.0125 -0.08
C 4.1957 -0.0605 -0.0064 0.4594 -0.2116 0.1474 0.53
C 5.3661 0.6724 0.1849 -0.1181 -0.1889 -0.0001 -0.57
C 6.5105 0.0172 0.5991 -0.1446 -0.0332 -0.0317 -0.38
C 6.4435 -1.3529 0.8079 0.2776 0.1617 0.0466 -0.34
N 5.3375 -2.0527 0.6300 0.2517 -0.3921 0.1359 -0.55
C 4.2417 -1.4361 0.2361 -0.5514 0.1257 -0.1689 -0.35
C 0.5635 2.2157 -0.0056 -0.0800 0.0582 0.0656 -0.85
C -0.7558 1.7618 0.6163 0.4279 0.4006 0.0991 0.46
O -1.1914 2.1803 1.6635 -0.0709 0.0828 0.1890 -0.67
C -3.1545 0.1527 1.2317 0.0586 0.0657 0.1893 -0.52
C -4.3646 -0.4889 1.3993 0.0279 -0.0485 -0.2052 -0.85
H -7.0764 -1.0794 0.9082 -0.1030 -0.0152 0.0086 0.33
H -6.2336 -2.5791 1.2777 -0.0683 -0.0771 0.0245 0.32
H -6.6962 -2.2175 -0.3899 -0.0711 -0.0486 -0.0279 0.33
H -4.8987 -1.5033 -1.7635 -0.0496 -0.0472 -0.0693 0.27
H -2.7781 -0.3742 -2.0894 0.0816 0.0157 -0.0844 0.37
H -0.4722 -0.4526 -1.6113 -0.0391 0.1729 -0.0341 0.55
H -1.0131 1.1156 -2.2845 0.0462 -0.0612 0.0326 0.39
H 1.2516 1.6946 -2.0176 -0.0441 -0.0447 0.0578 0.52
H 3.1780 1.6141 -0.5548 -0.1414 -0.2122 0.0040 0.22
H 5.3730 1.7406 0.0101 0.0080 0.0831 -0.0124 0.35
H 7.4307 0.5584 0.7554 0.0779 0.0253 0.0176 0.38
H 7.3088 -1.9151 1.1310 0.1316 0.0343 0.0302 0.36
H 3.3658 -2.0526 0.1063 -0.0535 0.0985 -0.0300 0.60
H 1.3332 2.2446 0.7656 -0.0613 0.0425 0.0019 0.41
H 0.4265 3.2302 -0.3862 -0.0137 -0.0132 0.0491 0.35
H -2.6718 0.6170 2.0742 0.0246 0.0206 0.0104 0.43
H -4.8108 -0.5220 2.3828 -0.0312 0.0044 0.1206 0.37
```
Forces are in eV/Å.

LUMO level: 0.0139 Eh
charge: 0
SMILES string: Cc1ccc(N2C[C@H](C(=O)Nc3cccnc3)CC2=O)cc1
energy above the lowest of the compared OMol25 structures with the same formula, charge and spin: 20.0 kJ/mol
calculated total energy: -26471.4078 eV
gap between HOMO and LUMO: 8.67 eV

Record 5
# C17H17N3O6

2 unconnected molecules or ions with the total composition C17H17N3O6 at a distorted geometry (ωB97M-V/def2-TZVPD, OMol25).

Geometry as XYZ:
```
43
Properties=species:S:1:pos:R:3:forces:R:3:mulliken_charge:R:1
C 4.9828 0.4659 -2.1808 0.1511 0.1769 -0.2974 -1.33
C 3.6901 1.1950 -1.9476 -0.1629 -0.3367 0.1739 0.23
O 2.6162 0.2898 -2.3257 -0.2161 0.8719 0.3765 -0.35
C 1.4009 0.9017 -2.1727 -0.0780 0.4613 -0.3294 0.71
C 0.3326 -0.0350 -2.3080 0.5538 0.4378 -0.5345 -0.54
N -0.9769 0.3813 -2.4383 -0.1285 0.0463 -0.3060 0.19
C -1.3658 1.7036 -2.3371 -0.0759 -0.6212 0.2055 -0.22
C -2.6988 2.0322 -2.2481 -0.4166 -0.4601 -0.0665 -0.71
C -3.6765 1.0412 -2.3332 0.1205 0.0385 0.1052 -0.23
C -3.2650 -0.2775 -2.5754 -0.3238 0.1118 -0.0601 -0.56
C -1.9357 -0.5830 -2.6864 0.3727 0.5102 0.4516 -0.20
O 1.3308 2.1237 -1.9711 -0.0757 -1.0091 0.0737 -0.72
H 5.7565 0.9194 -1.5678 0.1637 -0.0319 0.0592 0.37
H 4.8982 -0.5923 -1.9342 0.0120 0.0654 0.0655 0.30
H 5.2739 0.5743 -3.2239 0.1232 -0.2313 -0.0728 0.36
H 3.5697 1.4281 -0.8841 -0.0117 0.1222 -0.3131 -0.04
H 3.6153 2.1228 -2.5298 0.0347 -0.3000 0.2350 0.30
H 0.5764 -1.0076 -2.7191 -0.2219 0.0569 0.3182 0.32
H -0.5756 2.4327 -2.2685 0.1146 -0.2038 0.1024 0.65
H -2.9460 3.0781 -2.0817 -0.0398 -0.2386 -0.1384 0.37
H -4.7274 1.2830 -2.2113 0.1631 -0.0695 -0.0538 0.41
H -3.9863 -1.0923 -2.6531 0.1768 0.3137 -0.1218 0.36
H -1.5348 -1.5772 -2.8761 -0.2438 0.2805 0.1519 0.35
O -3.2192 -4.3198 3.4526 -0.1124 2.2767 0.0688 -0.58
N -3.4428 -3.0927 3.5565 -2.5178 -2.3884 0.9068 0.93
O -4.5426 -2.6530 3.9552 2.0805 -0.3887 -0.7616 -0.58
C -2.4062 -2.1764 3.2108 1.3232 1.5892 -0.4888 -0.01
C -2.6360 -0.7837 3.3223 -0.1249 -1.4751 -0.1041 -0.54
C -1.6370 0.0841 2.9471 1.3653 0.0952 -0.5034 -0.62
C -0.3825 -0.3801 2.4425 -1.3008 -1.9427 0.7656 0.99
C 0.6653 0.5389 2.0929 1.7403 0.4376 -0.3198 0.10
C 1.9662 0.2065 1.8270 -2.2530 -1.5173 0.7033 -0.90
N 2.8932 1.2319 1.6871 2.4264 4.3572 -0.1484 1.01
O 4.1153 1.0440 1.4052 -3.2191 -0.4362 0.6868 -0.58
O 2.4350 2.3931 1.8943 1.4339 -2.0550 -0.5972 -0.58
C -0.1747 -1.7953 2.4005 -0.0647 1.2324 0.0642 -0.44
C -1.1683 -2.6767 2.7676 -0.7574 -0.1327 0.1463 -0.64
H -3.6034 -0.4492 3.6786 0.1859 0.0386 0.0107 0.49
H -1.7747 1.1521 3.0781 -0.0719 -0.0501 -0.1622 0.40
H 0.4147 1.6055 2.1046 0.1844 -0.4751 -0.0608 0.40
H 2.3731 -0.8061 1.8365 -0.0476 0.5133 -0.1956 0.38
H 0.8002 -2.1745 2.1113 -0.2510 -0.0483 -0.1249 0.29
H -1.0303 -3.7565 2.7035 -0.0106 0.3782 0.0893 0.47
```
Forces are in eV/Å.

LUMO level: -0.0787 Eh
charge: 0
energy above the lowest of the compared OMol25 structures with the same formula, charge and spin: 879.9 kJ/mol
calculated total energy: -34652.1847 eV
gap between HOMO and LUMO: 5.26 eV

Question: Among the records above, which one has the highest calculated total energy?
Answer: C17H17N3O2

Question: gap between HOMO and LUMO of number 5 (C17H17N3O6)?
Answer: 5.26 eV

Question: The lowest gap between HOMO and LUMO belongs to which entry?
Answer: C17H17N2O5PPdS

Question: Which of these has the highest calculated total energy?
Answer: C17H17N3O2